The following is a DFT calculation (wB97M-V/def2-TZVPD) of a cluster of 11 separate species, C30H74O11S7 in total.

Computed properties:
**Energy**: -4802.01560 hartree

Last column: Mulliken charge in e.
Element x y z (Å)
S (6.088, -0.089, 1.400)  0.4711
S (1.584, 4.627, -2.873)  0.5972
S (-0.259, 0.781, -0.343)  1.0801
S (4.853, 0.367, -4.064)  0.5472
S (-0.489, -1.015, -4.205)  0.2818
S (-2.381, 5.176, 3.221)  0.3915
S (-4.370, 1.512, 2.415)  0.9342
O (-3.406, -3.529, -1.150)  -0.5221
O (-2.148, 4.016, 4.168)  -0.5524
O (0.429, -1.444, -3.069)  -0.4306
O (5.324, -0.663, -5.032)  -0.7092
O (2.243, 5.911, -2.319)  -0.6765
O (-0.911, -0.990, 3.596)  -0.3925
O (-3.811, 5.186, -2.344)  -0.5085
O (-0.154, 1.910, 0.731)  -0.6488
O (-5.792, 2.029, 2.056)  -0.7584
O (1.965, -3.680, 0.338)  0.0984
O (7.096, 0.043, 0.270)  -0.6122
C (6.084, 0.342, -2.660)  -0.8374
C (-3.303, -4.685, 0.918)  -0.8076
C (-4.275, 1.698, 4.235)  -0.9487
C (-1.881, 4.481, 1.576)  -0.5500
C (2.255, -5.715, -0.614)  -0.3888
C (-3.733, 2.859, -1.930)  0.1942
C (-0.118, 0.700, -4.649)  -0.6236
C (0.110, -1.947, 3.630)  0.0683
C (0.875, -0.084, 4.821)  -0.9670
C (2.137, -4.230, -0.955)  -0.2082
C (-0.411, 0.302, 4.044)  0.2368
C (-4.461, 4.181, -1.632)  -0.4143
C (2.686, -4.354, 1.380)  -0.3469
C (-1.806, -0.129, 0.152)  -0.1441
C (-2.371, 3.268, -2.410)  1.1080
C (6.717, -1.389, 2.597)  -1.0108
C (-4.216, 5.344, 2.876)  -0.6760
C (-3.994, -3.437, 0.202)  0.2883
C (-1.887, -4.525, 0.316)  0.2788
C (2.454, 4.169, -4.474)  -0.8322
C (1.423, -1.296, 4.070)  -0.1956
C (3.431, -0.445, -3.262)  0.0251
C (4.762, -1.089, 0.647)  0.6810
C (-2.198, -0.777, -3.485)  -0.2516
C (-2.130, -4.062, -1.152)  -0.2069
C (-4.426, -0.359, 2.539)  -1.2299
C (0.876, -0.591, 0.069)  0.0872
C (-2.453, 4.820, -2.588)  -0.5766
C (2.143, 3.194, -1.793)  -0.3415
C (3.099, -5.675, 0.643)  -0.7377
H (-2.730, 0.447, 0.201)  -0.0610
H (-2.820, -0.474, -4.328)  0.4826
H (1.923, -1.997, 4.737)  0.5161
H (2.701, -6.305, -1.415)  0.3696
H (1.006, -0.635, 1.151)  -0.2518
H (-1.699, -0.595, 1.131)  -0.0164
H (3.446, 3.777, -4.251)  0.2585
H (4.621, -0.688, -0.357)  -0.6296
H (6.264, -0.697, -2.384)  0.3102
H (-0.144, -2.689, 4.387)  0.4973
H (-4.197, 2.326, -2.760)  0.3030
H (-1.169, 0.727, 4.702)  0.0799
H (0.666, -0.405, 5.842)  0.3021
H (5.891, -1.649, 3.259)  0.3140
H (7.635, -1.118, 3.118)  0.3775
H (-2.194, -4.881, -1.869)  0.4402
H (-5.482, 4.056, -1.994)  0.4001
H (-3.690, 2.249, -1.027)  -0.4821
H (-4.943, -0.738, 1.658)  0.3295
H (-3.341, -4.541, 1.998)  0.4146
H (-3.619, -2.516, 0.649)  -0.4236
H (0.516, -1.575, -0.228)  -0.1262
H (-2.014, 2.716, -3.280)  -0.2302
H (3.073, -3.765, -1.263)  0.1171
H (-2.537, -1.686, -2.990)  0.2098
H (3.676, -1.463, -2.959)  0.2474
H (-0.118, 1.324, -3.755)  -0.2669
H (4.148, -5.847, 0.404)  0.3152
H (6.999, 0.849, -2.966)  0.4653
H (1.313, -3.901, -1.588)  0.0808
H (3.773, -0.964, 1.086)  -0.1639
H (-2.348, 3.498, 1.520)  -0.0729
H (1.681, 3.183, -0.806)  0.2407
H (2.772, -6.546, 1.211)  0.3341
H (2.053, -4.673, 2.209)  0.2204
H (0.289, -2.343, 2.631)  -0.3511
H (-4.513, 4.336, -0.555)  0.1088
H (-2.074, 5.194, -3.538)  0.3237
H (-4.374, 5.722, 1.866)  0.2754
H (3.216, 3.092, -1.634)  0.4782
H (-4.729, 4.383, 2.906)  0.0759
H (3.129, 0.100, -2.367)  -0.3186
H (-4.671, 5.905, 3.692)  0.3788
H (-2.202, -0.010, -2.710)  -0.2997
H (-3.845, -5.545, 0.524)  0.2984
H (0.787, 0.600, -5.248)  0.4249
H (1.485, 0.808, 4.961)  0.4709
H (1.819, -0.287, -0.385)  -0.0840
H (-1.282, -3.803, 0.865)  -0.4293
H (-5.127, 1.185, 4.680)  0.4513
H (-5.136, -0.643, 3.316)  0.6741
H (-0.793, 4.418, 1.534)  0.3605
H (-3.397, 1.213, 4.664)  0.2079
H (-1.648, 3.035, -1.628)  -0.4461
H (-5.081, -3.420, 0.118)  0.3947
H (2.567, 5.068, -5.080)  0.3717
H (-2.123, 5.193, 0.788)  0.3667
H (-3.432, -0.787, 2.670)  0.1835
H (-1.283, -3.458, -1.479)  -0.0384
H (-1.852, 5.277, -1.802)  0.2887
H (-1.427, -5.512, 0.263)  0.3176
H (-0.924, 1.096, -5.267)  0.5923
H (-0.189, 0.895, 3.157)  -0.0680
H (4.881, -2.172, 0.623)  0.2198
H (1.754, 2.335, -2.341)  -0.3222
H (-4.272, 2.767, 4.449)  0.2627
H (5.669, 0.807, -1.765)  0.1305
H (-1.952, -0.831, -0.670)  -0.1442
H (2.563, -0.506, -3.917)  0.0717
H (1.908, 3.369, -4.973)  0.2077
H (7.085, -2.326, 2.178)  0.3376
H (3.560, -3.768, 1.664)  0.1568
H (2.032, -0.943, 3.237)  -0.2559
H (1.219, -5.958, -0.377)  0.1629

The following is a DFT calculation (wB97M-V/def2-TZVPD) of a cluster of 2 separate species, C5H5F3N2 in total.

Computed properties:
**SMILES string**: C=C(F)/N=C(/F)CF.C#N
**Energy**: -602.54112 hartree

Last column: natural (NBO) charge in e.
Element x y z (Å)
F (0.713, 2.255, 1.095)  -0.3219
F (-0.893, -0.904, -2.244)  -0.3532
F (1.695, -1.594, -0.787)  -0.3196
N (1.284, 0.537, -0.202)  -0.4866
N (-0.030, -1.514, 1.839)  -0.3384
C (0.867, -0.534, -0.634)  0.6740
C (0.477, 1.665, -0.102)  0.5345
C (-0.547, -0.930, -0.936)  -0.0415
C (-0.122, -1.754, 2.955)  0.1326
C (-0.288, 2.128, -1.037)  -0.5542
H (-0.604, -1.905, -0.649)  0.1936
H (-0.919, 3.025, -0.690)  0.2371
H (-1.193, -0.170, -0.539)  0.1970
H (-0.207, 1.656, -1.983)  0.2373
H (-0.234, -1.959, 3.914)  0.2094

The following is a DFT calculation (wB97M-V/def2-TZVPD) of a cluster of 2 separate species, C6H10O in total.

Computed properties:
**Total charge**: -1
**Energy**: -309.70013 hartree
**Spin multiplicity**: 2

Last column: Löwdin spin population.
Element x y z (Å)
O (4.026, 4.148, -2.850)  0.0017
C (-0.428, -0.880, 0.631)  0.1958
C (-1.389, -0.733, -0.314)  0.1022
C (1.941, -0.068, 1.001)  0.1242
C (-3.369, -1.631, 0.936)  0.2302
C (1.056, -0.950, 0.422)  0.0871
C (-2.836, -0.740, 0.043)  0.1248
H (3.277, 4.745, -2.584)  0.0001
H (-4.382, -1.441, 1.315)  0.0237
H (1.594, 0.633, 1.737)  0.0157
H (4.190, 3.186, -2.536)  0.0003
H (3.013, -0.038, 0.840)  0.0150
H (-2.933, -2.526, 1.341)  0.0251
H (-1.114, -0.500, -1.333)  0.0102
H (-0.611, -1.008, 1.678)  0.0245
H (1.446, -1.952, 0.347)  0.0062
H (-3.479, -0.246, -0.674)  0.0133

The following is a DFT calculation (wB97M-V/def2-TZVPD) of a structure of composition C25H36CoNP2S.

Computed properties:
**Total charge**: +1
**Energy**: -3492.34588 hartree
**Spin multiplicity**: 6

Last column: Löwdin spin population.
Element x y z (Å)
Co (0.302, -0.592, 0.247)  2.6444
S (-0.008, -0.166, 3.697)  0.4186
P (-1.401, -1.802, -0.678)  0.0677
P (2.394, 0.139, -0.405)  0.0617
N (-0.293, 0.880, -0.932)  0.4375
C (-2.891, -1.943, 0.431)  0.0140
C (1.826, 1.873, -0.528)  0.0734
C (3.540, -1.358, 1.610)  0.0113
C (2.097, 4.264, -0.568)  0.0721
C (3.632, 0.043, 0.997)  0.0057
C (0.122, -0.308, 2.125)  0.5960
C (-3.324, -0.547, 0.866)  0.0076
C (-1.214, -3.482, -1.494)  0.0127
C (0.430, 2.027, -0.751)  0.0399
C (-2.487, -4.266, -1.791)  0.0026
C (-3.131, 0.152, -3.880)  0.1468
C (3.459, 0.016, -1.943)  0.0196
C (2.626, 0.321, -3.183)  0.0019
C (-2.861, -0.801, -2.908)  -0.0058
C (-0.342, -3.324, -2.738)  0.0029
C (-1.216, 0.682, -1.894)  0.0407
C (0.717, 4.420, -0.653)  -0.0045
C (-2.423, 1.352, -3.886)  -0.0091
C (2.642, 2.991, -0.492)  -0.0038
C (3.376, 1.097, 2.067)  0.0006
C (-2.556, -2.811, 1.638)  0.0028
C (4.123, -1.352, -2.037)  0.0016
C (-1.902, -0.572, -1.932)  0.1252
C (-0.110, 3.322, -0.761)  0.0611
C (-1.482, 1.616, -2.920)  0.1149
H (-3.152, -3.735, -2.467)  0.0001
H (4.012, 0.888, 2.924)  0.0000
H (2.739, 5.129, -0.553)  0.0039
H (4.777, -1.531, -1.187)  0.0001
H (-3.403, -2.835, 2.320)  0.0005
H (-3.412, -1.728, -2.908)  -0.0027
H (-3.868, -0.048, -4.642)  0.0077
H (-3.653, 0.048, 0.016)  0.0009
H (4.241, -1.446, 2.439)  0.0007
H (-2.211, -5.202, -2.274)  0.0007
H (-0.885, -2.827, -3.539)  -0.0001
H (2.174, 1.310, -3.120)  0.0004
H (4.630, 0.189, 0.571)  0.0006
H (-2.500, -0.029, 1.361)  0.0058
H (0.552, -2.739, -2.511)  0.0024
H (-0.638, -4.047, -0.746)  0.0012
H (-0.026, -4.300, -3.100)  -0.0001
H (-1.702, -2.399, 2.176)  0.0019
H (4.230, 0.790, -1.836)  0.0020
H (-3.029, -4.509, -0.881)  0.0001
H (-3.695, -2.406, -0.153)  0.0011
H (-2.324, -3.833, 1.350)  0.0000
H (-4.149, -0.624, 1.573)  0.0002
H (-1.180, 3.443, -0.822)  0.0013
H (3.768, -2.136, 0.886)  0.0002
H (-2.617, 2.084, -4.654)  -0.0031
H (0.291, 5.410, -0.646)  -0.0012
H (1.833, -0.415, -3.315)  0.0005
H (3.376, -2.143, -2.076)  0.0006
H (3.258, 0.296, -4.068)  0.0001
H (-0.925, 2.539, -2.952)  0.0053
H (2.337, 1.073, 2.395)  0.0005
H (3.714, 2.875, -0.431)  -0.0009
H (4.725, -1.411, -2.942)  0.0003
H (2.534, -1.535, 1.998)  0.0092
H (3.601, 2.098, 1.713)  -0.0002